# 1
DFT (the ωB97M-V functional and the def2-TZVPD basis) results for a cluster of 2 separate species, C3H8O2S in total at a distorted geometry.

ORCA input file:
```
! RIJCOSX wB97M-V def2-TZVPD def2/J DEFGRID3
* xyz -1 2
C 1.369 -0.414 0.437
C 0.977 0.103 -0.916
S 0.211 -1.131 -2.021
H 2.335 -0.923 0.504
H 1.457 0.370 1.159
H 0.665 -1.140 0.853
H 1.764 0.565 -1.523
H 0.250 0.909 -0.810
H 1.230 -1.141 -2.972
O -1.453 1.759 1.536
C -2.119 0.771 1.442
O -2.468 0.182 0.276
H -2.527 0.203 2.284
H -1.690 -0.113 -0.249
*
```

Results
Orbital gap (spin up / spin down) = 2.741 / 8.194 eV
Energy = -667.7208 hartree
Max |F| = 0.0235 Eh/bohr
Lowest unoccupied orbital energy (spin up / spin down) = 3.4 / 3.3 eV



# 2
DFT (the ωB97M-V functional and the def2-TZVPD basis) results for a structure of composition C13H22Cl2N3O2Ti at a distorted geometry.

ORCA input file:
```
! RIJCOSX wB97M-V def2-TZVPD def2/J DEFGRID3
* xyz 1 3
Ti -0.220 -0.650 -0.357
N 1.013 -2.531 -1.080
C 0.521 -3.015 -2.380
C 0.203 -1.815 -3.244
N -0.840 -0.994 -2.602
C -1.071 0.284 -3.305
C -0.126 1.351 -2.782
N -0.297 1.438 -1.328
H 1.971 -2.198 -1.151
H 1.016 -3.275 -0.389
H -0.384 -3.602 -2.205
H 1.236 -3.664 -2.890
H -0.092 -2.098 -4.259
H 1.103 -1.201 -3.340
H -1.705 -1.527 -2.637
H -2.101 0.593 -3.115
H -0.957 0.169 -4.388
H -0.318 2.296 -3.294
H 0.911 1.076 -2.984
H -1.190 1.863 -1.090
H 0.417 2.022 -0.903
C 3.011 1.290 1.499
C 1.599 0.850 1.203
O 1.512 -0.048 0.320
C 0.489 1.403 1.935
C 0.796 2.398 2.912
C -0.143 2.967 3.719
C -1.486 2.569 3.609
C -1.839 1.617 2.694
C -0.893 1.017 1.832
O -1.356 0.122 0.994
H 3.679 0.763 0.822
H 3.296 1.058 2.526
H 3.146 2.363 1.360
H 1.821 2.718 3.027
H 0.151 3.717 4.440
H -2.242 3.014 4.243
H -2.867 1.298 2.587
Cl -2.031 -2.896 0.391
C -1.651 -2.740 2.128
Cl 0.058 -2.432 2.393
H -1.923 -3.679 2.594
H -2.218 -1.893 2.493
*
```

Results
Orbital gap (spin up / spin down) = 6.348 / 8.235 eV
Energy = -2593.0617 hartree
Max |F| = 0.0351 Eh/bohr
Lowest unoccupied orbital energy (spin up / spin down) = -2.5 / -2.7 eV



# 3
DFT (the ωB97M-V functional and the def2-TZVPD basis) results for the molecule C17H13ClN2O3 at a distorted geometry.

ORCA input file:
```
! RIJCOSX wB97M-V def2-TZVPD def2/J DEFGRID3
* xyz 0 1
O 0.196 3.199 1.150
C 0.690 2.224 0.623
N 1.774 2.237 -0.211
C 2.538 3.324 -0.622
C 2.294 4.638 -0.224
C 3.128 5.635 -0.701
C 4.169 5.293 -1.551
N 4.405 4.048 -1.933
C 3.615 3.096 -1.483
C 0.156 0.869 0.835
C -0.902 0.463 1.609
C -0.977 -0.937 1.471
C 0.038 -1.296 0.625
C 0.425 -2.628 0.068
O -0.516 -3.085 -0.896
C -1.769 -3.389 -0.423
C -2.839 -2.592 -0.820
C -4.128 -2.878 -0.412
C -4.368 -3.965 0.410
C -3.320 -4.776 0.807
C -2.029 -4.495 0.388
Cl -0.751 -5.565 0.862
O 0.725 -0.206 0.234
H 2.067 1.341 -0.578
H 1.474 4.860 0.439
H 2.968 6.662 -0.413
H 4.844 6.039 -1.947
H 3.847 2.093 -1.822
H -1.531 1.101 2.194
H -1.684 -1.594 1.935
H 0.537 -3.354 0.882
H 1.368 -2.540 -0.477
H -2.631 -1.749 -1.460
H -4.943 -2.247 -0.732
H -5.371 -4.190 0.739
H -3.496 -5.635 1.435
*
```

Results
Orbital gap = 9.090 eV
Energy = -1451.0373 hartree
Max |F| = 0.0248 Eh/bohr
SMILES = O=C(Nc1cccnc1)c1ccc(COc2ccccc2Cl)o1
Lowest unoccupied orbital energy = 0.4 eV



# 4
DFT (the ωB97M-V functional and the def2-TZVPD basis) results for the molecule C4H8O2.

ORCA input file:
```
! RIJCOSX wB97M-V def2-TZVPD def2/J DEFGRID3
* xyz 0 1
C 1.142 -0.648 1.838
C 1.065 -0.637 0.325
O -0.280 -0.303 -0.058
C -0.422 0.506 -1.124
C -1.873 0.830 -1.374
O 0.498 0.938 -1.776
H 0.782 0.303 2.242
H 0.540 -1.455 2.266
H 2.181 -0.786 2.155
H 1.746 0.094 -0.114
H 1.297 -1.620 -0.098
H -2.516 -0.019 -1.135
H -1.997 1.129 -2.415
H -2.166 1.669 -0.733
*
```

Results
Orbital gap = 11.356 eV
Energy = -307.7024 hartree
Max |F| = 0.0079 Eh/bohr
SMILES = CCOC(C)=O
Lowest unoccupied orbital energy = 1.0 eV



# 5
DFT (the ωB97M-V functional and the def2-TZVPD basis) results for the molecule C4H5NO2.

ORCA input file:
```
! RIJCOSX wB97M-V def2-TZVPD def2/J DEFGRID3
* xyz 0 1
C -0.505 -1.885 -0.644
O -0.303 -0.584 -1.191
C 0.082 0.379 -0.350
N 0.138 0.083 1.055
O 0.255 1.266 1.610
C 0.270 2.248 0.600
C 0.196 1.778 -0.670
H 0.414 -2.270 -0.187
H -1.301 -1.871 0.106
H -0.789 -2.512 -1.489
H 0.338 3.237 1.037
H 1.205 0.131 0.123
*
```

Results
Orbital gap = 8.640 eV
Energy = -360.4134 hartree
Max |F| = 0.0102 Eh/bohr
Lowest unoccupied orbital energy = -0.1 eV



# 6
DFT (the ωB97M-V functional and the def2-TZVPD basis) results for the ion C15H19N3O with charge +2 at a distorted geometry.

ORCA input file:
```
! RIJCOSX wB97M-V def2-TZVPD def2/J DEFGRID3
* xyz 2 1
C 5.194 0.428 0.502
C 5.543 -0.527 -0.659
N 4.571 -0.576 -1.768
N 3.239 -0.569 -1.391
C 2.762 -1.583 -0.657
C 1.442 -1.602 -0.247
C 0.602 -0.554 -0.598
C -0.821 -0.509 -0.163
C -1.184 -0.802 1.146
C -2.513 -0.722 1.506
N -3.453 -0.382 0.619
C -4.857 -0.274 1.030
C -5.040 1.071 1.773
C -5.276 2.245 0.888
O -3.980 1.910 1.684
C -3.119 -0.094 -0.646
C -1.807 -0.151 -1.077
C 1.106 0.489 -1.376
C 2.437 0.455 -1.745
H 6.014 1.124 0.640
H 4.310 1.034 0.328
H 5.125 -0.130 1.429
H 5.727 -1.530 -0.289
H 6.478 -0.211 -1.103
H 4.742 0.108 -2.489
H 3.461 -2.363 -0.411
H 1.067 -2.426 0.336
H -0.411 -1.051 1.852
H -2.822 -0.918 2.520
H -5.124 -1.069 1.715
H -5.503 -0.243 0.166
H -5.595 1.049 2.695
H -4.798 2.285 -0.084
H -5.414 3.236 1.296
H -3.902 0.194 -1.326
H -1.559 0.094 -2.094
H 0.487 1.314 -1.683
H 2.872 1.253 -2.322
*
```

Results
Orbital gap = 8.335 eV
Energy = -821.8209 hartree
Max |F| = 0.0728 Eh/bohr
Lowest unoccupied orbital energy = -7.7 eV